DFT (ωB97M-V with the def2-TZVPD basis set) results for C10H10BrNO3 in the gas phase.

```
25
Properties=species:S:1:pos:R:3:lowdin_charge:R:1
C -1.5327 1.1947 -2.2733 -0.108
C -0.7305 1.3661 -1.0189 -0.628
Br -1.1499 2.9516 -0.0455 0.834
C 0.7647 1.0166 -1.0428 -0.479
O 1.6793 1.5097 -1.6374 0.113
N 0.6962 -0.0584 -0.2123 0.063
C 1.7086 -0.8672 0.3880 -0.231
C 3.1323 -0.4080 0.3466 -0.081
C 2.3855 -0.3773 1.6420 -0.076
C -0.6931 -0.0827 0.1547 -0.347
C -1.5925 -1.1873 -0.1939 0.044
C -2.4531 -1.3521 0.8147 0.065
C -2.0811 -0.4114 1.8931 -0.444
O -2.5692 -0.2433 2.9691 0.149
O -0.9893 0.2932 1.4485 0.061
H -2.5968 1.1650 -2.0512 0.084
H -1.2459 0.2843 -2.7912 0.088
H -1.3429 2.0370 -2.9340 0.085
H 1.4908 -1.9263 0.2997 0.149
H 3.3403 0.5261 -0.1496 0.097
H 3.8902 -1.1625 0.1993 0.104
H 2.6210 -1.1050 2.4028 0.101
H 2.0760 0.5819 2.0251 0.110
H -1.5364 -1.7054 -1.1319 0.127
H -3.2713 -2.0392 0.8985 0.120
```

## Properties
* multiplicity: 1
* HOMO energy: -9.50 eV
* LUMO: -0.0104 Ha
* Kohn-Sham gap: 9.2160 eV
* E_tot: -88205.698 eV
* largest force on an atom: 3.72 eV Å⁻¹
* SMILES string: C[C@]1(Br)C(=O)N(C2CC2)[C@]12C=CC(=O)O2

=====

DFT (ωB97M-V with the def2-TZVPD basis set) results for C10H10Cl2I2IrO6SYb as an isolated structure.

```
33
Properties=species:S:1:pos:R:3:lowdin_charge:R:1
I 0.7122 3.2718 0.9783 1.001
I -0.7026 1.2131 3.6383 0.678
Yb 0.4429 -0.7911 1.8280 1.208
Ir 1.4984 0.9022 -0.7981 0.955
S -0.7968 0.8902 -0.0835 0.416
C 0.9687 0.8908 -2.5724 -0.258
C 3.3260 0.5911 -1.1898 -0.171
C -2.2277 0.3715 -1.2606 -0.806
C -3.4331 0.1367 -0.3593 -0.068
C -1.8176 -0.8622 -2.0207 -0.051
C -2.4913 1.5512 -2.1874 -0.057
C 0.9034 -3.1361 2.7601 0.031
C -1.2156 -2.5784 1.1914 -0.019
O 4.4658 0.4611 -1.3996 0.250
O 0.7696 0.9442 -3.7291 0.245
O 1.4400 -4.1042 3.1103 0.239
O -1.9501 -3.4015 0.8535 0.226
H -4.3125 -0.0438 -0.9920 0.138
H -3.6224 1.0270 0.2573 0.105
H -3.2858 -0.7383 0.2846 0.075
H -2.6518 -1.1177 -2.6925 0.152
H -1.6284 -1.6941 -1.3316 0.068
H -0.9239 -0.6614 -2.6212 0.067
H -3.3812 1.3171 -2.7892 0.137
H -1.6421 1.7249 -2.8624 0.084
H -2.6909 2.4457 -1.5804 0.107
Cl 5.0688 1.5155 1.8558 0.743
C 3.9856 0.2737 2.5197 -0.964
Cl 3.2544 0.9476 3.9611 0.744
C 2.8112 -0.1648 1.6571 -0.739
O 2.5282 -1.3758 1.5182 -0.037
O 1.9830 0.7611 1.2816 -0.598
H 4.6155 -0.5672 2.7745 0.101
```

## Properties
* multiplicity: 6
* net charge: +4
* ⟨S²⟩: 8.77
* HOMO energy (spin up / spin down): -22.88 / -22.86 eV
* LUMO (spin up / spin down): -0.5414 / -0.6521 Ha
* Kohn-Sham gap (spin up / spin down): 8.1453 / 5.1176 eV
* E_tot: -109219.429 eV
* largest force on an atom: 8.13 eV Å⁻¹

=====

DFT (ωB97M-V with the def2-TZVPD basis set) results for C10H10Cl2O4Yb as an isolated structure.

```
27
Properties=species:S:1:pos:R:3:lowdin_charge:R:1
C -1.5509 2.1610 0.1835 -0.212
C -0.4951 2.2700 -0.7751 -0.183
C 0.7213 2.0067 -0.0833 -0.251
H -0.5792 2.5843 -1.8345 0.080
C 0.4250 1.7526 1.2710 -0.240
C -0.9822 1.9278 1.4387 -0.249
H -1.4823 2.0253 2.4047 0.089
H -2.6071 2.3963 -0.0150 0.087
H 1.7145 1.9716 -0.5249 0.062
H 1.1276 1.4994 2.0716 0.080
Yb -0.2769 -0.9292 0.1899 1.658
Cl -0.1821 -3.4901 0.3423 0.061
C 1.2927 -2.2080 -1.2112 -0.494
C 2.2511 -1.5694 -0.3665 -0.256
C 2.6052 -0.3688 -1.0149 -0.177
H 2.7419 -2.0257 0.4878 0.089
C 1.7488 -0.1955 -2.1438 -0.175
C 0.8480 -1.2807 -2.2049 -0.235
H 0.1410 -1.5047 -2.9912 0.087
H 1.0188 -3.2772 -1.2210 -0.022
H 3.4442 0.2701 -0.7579 0.091
H 1.8530 0.5876 -2.8854 0.091
O -3.1616 -0.2416 0.6905 -0.380
Cl -2.7951 -0.9138 1.9436 0.691
O -1.7568 -0.1172 2.6363 -0.409
O -3.9132 -1.1403 2.8294 -0.317
O -2.1505 -2.1906 1.5402 -0.566
```

## Properties
* multiplicity: 2
* net charge: -1
* ⟨S²⟩: 0.75
* HOMO energy (spin up / spin down): -3.98 / -4.00 eV
* LUMO (spin up / spin down): 0.0977 / 0.0528 Ha
* Kohn-Sham gap (spin up / spin down): 6.6389 / 5.4349 eV
* E_tot: -75289.641 eV
* largest force on an atom: 2.89 eV Å⁻¹

=====

DFT (ωB97M-V with the def2-TZVPD basis set) results for C10H10Cl3NO2Sn as an isolated structure.

```
27
Properties=species:S:1:pos:R:3:lowdin_charge:R:1
C 0.7240 1.4782 -2.4112 -0.128
C 1.1621 0.1457 -2.2906 -0.131
C 1.7231 -0.0473 -0.9962 -0.191
C 1.7050 1.2291 -0.3156 -0.274
C 1.0182 2.1623 -1.2160 -0.213
Sn -0.3890 0.4250 0.4510 1.383
C -2.1496 -1.8604 -0.6688 -0.143
C -3.4235 -1.5323 -0.8733 -0.139
C -3.9534 -0.4145 -1.3010 -0.029
N -0.7612 2.5201 0.4145 -0.124
H 2.2091 -0.9429 -0.6149 0.112
H 1.1537 -0.6000 -3.0886 0.107
H 2.2098 1.4854 0.6145 0.114
H 0.9152 3.2331 -1.0702 0.102
H 0.2169 1.9109 -3.2690 0.104
H -1.4659 -1.6081 -1.5179 0.052
H -1.4996 2.7341 -0.2993 -0.042
H -1.5973 -2.4868 0.0770 0.060
H -4.5729 -0.3913 -2.1941 0.059
H -3.7989 0.5514 -0.8491 0.052
Cl 2.5135 -2.4712 4.8068 0.603
C 1.6685 -1.0257 4.2269 -1.475
Cl 0.2050 -0.7109 5.2221 0.581
Cl 2.7662 0.3901 4.3216 0.577
C 1.1881 -1.1945 2.7124 -0.726
O 1.3360 -2.2928 2.1442 0.005
O 0.6320 -0.0870 2.2950 -0.296
```

## Properties
* multiplicity: 1
* HOMO energy (spin up / spin down): -8.71 / -8.48 eV
* LUMO (spin up / spin down): -0.0652 / -0.1141 Ha
* Kohn-Sham gap (spin up / spin down): 6.9363 / 5.3777 eV
* E_tot: -59508.483 eV
* largest force on an atom: 3.24 eV Å⁻¹